# C11H13N3O

An isolated molecule of C11H13N3O at a distorted geometry (ωB97M-V with the def2-TZVPD basis set, the OMol25 dataset).

Computed properties:
Relative energy (zero: lowest compared OMol25 entry of this formula, charge and spin), kJ/mol: 205.7
SMILES string: COc1nc(C)ccc1CN1C[C@H]1C#N
Largest force on an atom, eV Å⁻¹: 4.25

Each line ends with the Löwdin charge.
Atoms and positions in Å:
C -2.246 -2.201 -1.122  -0.05
O -1.662 -1.034 -0.497  -0.07
C -0.419 -0.631 -0.875  -0.28
N 0.317 -1.370 -1.721  0.17
C 1.576 -0.979 -1.979  -0.32
C 2.380 -1.773 -3.009  -0.04
C 2.111 0.199 -1.464  -0.03
C 1.333 0.998 -0.603  0.00
C 0.029 0.593 -0.336  -0.14
C -0.784 1.449 0.571  -0.15
N -0.108 1.445 1.891  -0.05
C -0.610 0.439 2.825  -0.05
C -0.942 1.961 2.988  -0.26
C -0.306 2.713 4.051  -0.18
N 0.126 3.370 4.940  0.13
H -1.627 -3.101 -1.046  0.09
H -3.168 -2.443 -0.668  0.07
H -2.457 -2.005 -2.172  0.09
H 3.413 -1.871 -2.646  0.08
H 2.354 -1.252 -3.959  0.07
H 1.942 -2.753 -3.218  0.07
H 3.103 0.516 -1.734  0.10
H 1.713 1.922 -0.167  0.12
H -0.804 2.460 0.189  0.12
H -1.842 1.176 0.649  0.12
H -1.488 -0.166 2.626  0.11
H 0.057 0.058 3.570  0.10
H -1.992 2.283 2.917  0.15